[1]
ORCA calculation (ωB97M-V/def2-TZVPD) on C5H8O2 in the gas phase.

Last column: natural (NBO) charge in e.
Positions of all 15 atoms, in Å:
1 C 1.648886 -0.597667 0.130062  -0.617
2 C 0.447078 0.226663 0.566368  -0.256
3 C -0.974788 -0.438178 0.407757  0.089
4 O -1.074292 -1.761124 -0.027821  -0.698
5 C -1.384531 0.719462 -0.497281  0.004
6 O -0.458468 0.838536 -1.569609  -0.485
7 C -0.081925 1.363017 -0.305748  0.049
8 H 2.580302 -0.024035 0.187061  0.215
9 H 1.543600 -0.965642 -0.895643  0.211
10 H 1.752284 -1.469849 0.786013  0.220
11 H 0.583270 0.580505 1.593719  0.211
12 H -1.534396 -0.370755 1.343748  0.185
13 H -0.730521 -1.805358 -0.930150  0.473
14 H -2.329889 1.258816 -0.579635  0.198
15 H 0.013390 2.445606 -0.208834  0.199

Atoms 1-6, force components in eV/Å:
C 0.02 0.03 -0.03
C 0.11 -0.10 0.12
C -0.11 0.12 0.26
O 0.01 0.00 -0.32
C -0.47 0.30 0.23
O 0.09 -0.18 -0.14

Computed properties:
- E_HOMO (eV) = -9.928
- SMILES = C[C@@H]1[C@H](O)[C@@H]2O[C@H]12
- energy relative to the best compared isomer or geometry (same formula, charge and spin) (kJ/mol) = 228.4
- electronic energy (Eh) = -345.7180

---

[2]
ORCA calculation (ωB97M-V/def2-TZVPD) on 2 unconnected molecules or ions with the total composition C5H14NO2.

Last column: Löwdin spin population.
Positions of all 22 atoms, in Å:
1 C 1.494630 -0.337693 -1.901470  0.003
2 O 0.207638 -0.469095 -2.517198  0.012
3 C 1.418884 0.267362 -0.499994  0.008
4 C 0.810432 1.682795 -0.363655  0.039
5 C -0.636933 1.692636 -0.021189  0.292
6 C -1.344165 2.464033 0.891988  0.312
7 N -1.470667 0.611849 -0.597470  0.091
8 H 1.952899 -1.322291 -1.947274  0.001
9 H 2.070522 0.438411 -2.416544  0.002
10 H 0.083355 0.035232 -3.304694  0.002
11 H 2.465270 0.285188 -0.182074  0.001
12 H 0.947702 -0.471871 0.176667  0.006
13 H 1.412894 2.145501 0.427744  0.007
14 H 0.950432 2.194589 -1.336519  0.019
15 H -1.011748 3.115810 1.684304  0.044
16 H -2.424104 2.338268 1.048288  0.052
17 H -1.643007 -0.192205 0.033875  0.091
18 H -0.911817 0.138274 -1.330006  0.005
19 H -2.394561 1.001565 -0.821530  0.012
20 H 0.037795 -4.828547 4.527114  0.000
21 H -1.209956 -5.492188 3.810604  0.000
22 O -0.805496 -5.297623 4.639032  0.002

Atoms 1-6, force components in eV/Å:
C -0.07 1.51 -0.13
O -0.52 -0.78 0.97
C 0.05 -1.33 0.37
C 0.01 -0.87 -0.37
C -0.94 0.40 0.04
C -0.91 0.01 0.93

Computed properties:
- E_HOMO (alpha / beta) (eV) = -3.482 / -7.805
- 2S+1 = 2
- energy relative to the best compared isomer or geometry (same formula, charge and spin) (kJ/mol) = 222.7
- electronic energy (Eh) = -403.9713